Below is a molecular structure, C13H21N4OS at a distorted geometry, with properties calculated with wB97M-V/def2-TZVPD.

Values from the calculation:
**F_max**: 1.86 eV Å⁻¹
**Net charge**: -1

The geometry in XYZ format:
```
40
Properties=species:S:1:pos:R:3:forces:R:3
S 0.88438 -2.59470 -3.78266 0.112 -0.178 0.112
O -1.48287 2.53535 -1.18691 1.068 0.166 0.214
N -0.04995 0.52383 2.68819 -0.044 -0.280 -0.001
N 3.72069 -2.11263 2.09815 0.211 -0.271 0.117
N 1.11306 -3.50189 -2.42649 -0.273 1.826 -0.244
N 0.68986 -1.10643 -3.19601 -0.055 -0.282 0.711
C -1.42047 0.02217 2.54234 -0.604 0.116 0.681
C -3.18949 3.75662 -2.25998 -0.195 0.406 -0.762
C 1.15574 -2.81154 -0.02961 0.041 -0.370 -0.499
C 2.57622 -1.49701 2.80207 0.024 0.506 -0.353
C 1.23009 -2.15375 2.37129 1.027 0.092 -0.703
C 1.02501 -1.79820 0.88308 -0.394 0.039 0.517
C 0.57190 0.80431 1.38508 -0.899 0.735 -0.318
C -2.24588 1.65210 -3.23634 -0.102 0.221 -0.830
C -1.90528 2.91462 -2.41582 -1.140 -0.981 1.001
C 1.02402 -2.58306 -1.45351 -0.185 0.894 1.575
C 0.60898 -0.14588 -0.87159 0.276 0.090 -0.515
C 0.73571 -0.41097 0.46796 0.198 -0.451 -0.557
C 0.75711 -1.19440 -1.84981 0.349 -1.384 -0.407
H 2.56462 -0.42023 2.52892 -0.413 -0.440 0.568
H -3.58975 4.05044 -3.24421 -0.071 0.069 0.018
H -1.46199 -1.03901 2.23080 0.182 0.555 -0.118
H 0.42039 0.87711 -1.23816 -0.317 -0.422 0.276
H 0.39177 -1.82397 2.99877 0.468 -0.031 -0.213
H 1.36274 -3.25282 2.44343 -0.180 0.545 0.042
H 4.57977 -1.62881 2.35352 -0.234 -0.117 0.064
H 3.64622 -1.99506 1.08994 -0.272 -0.014 0.162
H -0.12166 1.39695 3.20309 0.200 -0.114 -0.182
H 1.37982 -3.83919 0.29054 -0.141 0.543 0.006
H -0.10862 1.50710 0.84084 0.539 -0.393 -0.108
H 1.51466 1.37354 1.52384 -0.282 -0.603 0.071
H -1.35869 1.03239 -3.39205 0.028 0.061 0.119
H -2.63538 1.92201 -4.23162 0.004 -0.091 -0.057
H -1.88970 0.05389 3.54968 0.219 -0.052 -0.504
H -2.99082 4.67556 -1.70160 0.111 -0.097 0.069
H -1.21979 3.51969 -3.05741 0.314 0.066 0.172
H -2.05706 0.64033 1.87501 0.370 -0.361 0.021
H -3.97558 3.20303 -1.73851 0.188 -0.144 0.076
H -3.00654 1.04113 -2.74152 0.062 0.130 0.204
H 2.75676 -1.59258 3.88729 -0.192 0.015 -0.423
```
Forces are in eV/Å.



Below is C13H21NO3 in the gas phase, with properties calculated with wB97M-V/def2-TZVPD.

Values from the calculation:
**SMILES**: COc1ccccc1OC[C@@H](O)CNC(C)C
**F_max**: 0.60 eV Å⁻¹
**Energy above the lowest of the compared OMol25 structures with the same formula, charge and spin**: 0.897 eV

The geometry in XYZ format:
```
38
Properties=species:S:1:pos:R:3:forces:R:3
O -1.73857 -0.24703 1.70529 0.214 0.376 -0.251
O 0.02940 1.56801 1.28891 -0.423 -0.248 -0.115
O 3.40728 2.37033 0.13705 0.266 0.264 0.150
N 1.38755 -0.51570 -0.67247 -0.314 0.132 -0.003
C -2.08984 2.10010 -1.68951 -0.155 -0.060 -0.109
C -2.66170 -1.26609 1.99315 -0.182 -0.193 0.034
C 2.16291 1.71905 0.03419 -0.440 -0.399 0.112
C -3.04430 1.13491 -1.45547 0.024 0.123 -0.126
C 2.27368 0.19808 0.22971 0.185 0.088 -0.072
C 1.17896 2.34154 1.05442 0.481 0.250 -0.265
C -1.04045 2.27461 -0.79696 0.193 -0.030 0.234
C -0.94408 1.48415 0.33512 -0.112 -0.080 0.223
C -1.92411 0.49350 0.57596 0.171 0.017 0.127
C -0.08487 -2.37873 -1.12901 0.194 0.130 0.250
C 2.26422 -2.77342 -0.34860 -0.263 0.203 0.145
C 1.04237 -1.86247 -0.23917 -0.003 -0.287 -0.125
C -2.96269 0.33244 -0.32471 0.046 -0.122 0.226
H -0.30048 3.03265 -0.99767 0.112 0.067 0.023
H 0.69477 -1.86161 0.81355 0.049 0.027 -0.152
H -3.67206 -0.86849 2.13579 0.037 -0.016 -0.023
H -2.14717 2.72504 -2.56705 -0.005 0.052 -0.083
H 3.30297 -0.10076 0.00006 -0.045 0.135 0.131
H -2.31975 -1.71750 2.92319 -0.061 -0.002 -0.065
H 0.52679 0.00869 -0.79153 0.056 -0.041 -0.006
H 1.83264 1.91249 -0.99107 -0.010 -0.069 0.086
H -0.96142 -1.73819 -1.04791 -0.137 0.055 -0.016
H 0.24079 -2.38316 -2.16597 0.030 -0.024 -0.151
H 1.98417 -3.80240 -0.13748 0.020 -0.126 0.056
H 3.80145 2.15896 0.99163 -0.019 0.010 -0.038
H 3.03610 -2.47685 0.35625 0.150 -0.016 0.069
H 0.92983 3.36837 0.76019 0.012 -0.082 0.063
H 2.06637 -0.04890 1.28710 0.052 0.007 -0.062
H -3.85952 0.99216 -2.14781 -0.068 -0.007 -0.064
H -3.71693 -0.42047 -0.15971 -0.038 -0.088 0.067
H 1.67707 2.38092 2.03011 -0.005 0.028 -0.152
H -0.36270 -3.38987 -0.84169 -0.067 -0.102 0.013
H 2.67018 -2.71547 -1.35490 0.064 -0.008 -0.149
H -2.67886 -2.02886 1.20706 -0.012 0.037 0.015
```
Forces are in eV/Å.



Below is a molecular structure, C13H21NO3 at a distorted geometry, with properties calculated with wB97M-V/def2-TZVPD.

Values from the calculation:
**F_max**: 17.95 eV Å⁻¹
**Energy above the lowest of the compared OMol25 structures with the same formula, charge and spin**: 13.355 eV

The geometry in XYZ format:
```
38
Properties=species:S:1:pos:R:3:forces:R:3
O 2.78947 1.62080 -0.16086 -2.402 -4.900 -1.181
O 0.91067 0.14626 -1.54983 -5.131 4.823 -4.250
O -0.35530 2.10787 0.20233 1.411 -2.705 -1.852
N -2.87250 -0.77650 0.32497 0.622 6.056 -2.586
C 1.64083 -0.51317 -0.80874 5.642 -3.370 4.997
C -4.98754 -0.20349 -0.90720 -2.806 3.916 -1.497
C 2.43601 -2.72860 0.36106 -1.319 3.474 -4.458
C -2.45509 0.70692 0.40174 4.132 -2.604 -2.859
C -4.25553 -0.65061 0.22288 -4.096 -3.708 5.961
C 3.44388 -1.99440 0.93606 -0.643 -3.320 -0.145
C 2.73084 0.13965 -0.02190 -1.257 0.546 -1.750
C 3.63428 2.30642 0.63378 5.655 3.362 -16.701
C -0.84811 0.52674 -0.04739 -5.294 9.658 9.491
C 3.60288 -0.70284 0.64047 1.986 8.677 2.718
C -0.57802 0.29658 -1.28085 2.178 -8.101 -9.932
C -5.11353 -0.04844 1.66207 7.501 3.525 -4.701
C 1.60344 -1.89529 -0.72772 5.363 0.543 6.447
H 2.44293 -3.80367 0.24804 -0.300 0.002 0.527
H -0.98978 -0.83680 -1.44460 0.844 1.884 0.417
H -1.01284 0.65715 -2.22345 0.266 1.261 0.993
H -2.65801 1.25520 1.31983 0.514 -0.271 0.043
H 4.17308 -2.50171 1.50978 0.621 -0.327 0.767
H 3.35864 3.35982 0.55588 0.468 0.201 -0.807
H 0.51396 2.00156 -0.32683 -1.606 0.935 1.449
H 4.75518 2.05474 0.22607 -2.230 1.169 1.422
H -6.03024 -0.60161 -1.21112 1.360 0.648 1.728
H -4.49824 -1.67835 0.30920 -1.101 -1.498 0.112
H 3.52769 2.18666 1.46153 -1.725 -3.539 17.492
H -4.96232 1.15418 1.19424 -0.489 -3.137 2.997
H -4.59414 -0.62629 2.41859 -0.001 1.196 0.799
H 0.89815 -2.41220 -1.13580 -4.226 -2.911 -2.938
H -6.02295 -0.33246 1.48675 -5.390 -1.486 -0.679
H 4.38049 0.19996 1.38733 -1.864 -3.625 -2.251
H -4.96723 0.94979 -1.00395 -0.438 -1.587 0.070
H -4.49667 -0.53315 -1.70670 2.434 -1.103 -3.844
H -2.79792 1.25678 -0.47657 -0.677 -0.143 0.340
H -0.39781 0.18806 0.79905 1.753 -2.218 1.531
H -2.55493 -1.17193 1.14479 0.246 -1.322 2.128
```
Forces are in eV/Å.



The records above yield lowest unoccupied orbital energy values of 2.190; 0.828; 0.759 eV, respectively.
The records above yield calculated total energy values of -32664.2143; -21453.3752; -21440.9166 eV, respectively.
The records above yield highest occupied orbital energy values of -2.790; -8.234; -8.475 eV, respectively.